160
Properties=species:S:1:pos:R:3:forces:R:3:mulliken_charge:R:1 method="wB97M-V/def2-TZVPD" e_tot_ha=-3033.9121 lumo_ev=-3.61 charge=+1 gap_ev=6.3 largest_force_ev_per_a=8.67 multiplicity=1
O -7.0036 -3.8746 4.5689 -0.42 -0.24 0.10 -0.620
O 0.1723 -6.6057 4.8557 0.26 -0.02 0.22 -0.678
O 1.1042 -1.6967 -8.1620 2.83 2.05 5.18 -0.540
O 3.9893 4.0037 -0.2820 0.28 -0.29 0.33 -0.686
O -2.9726 -2.9455 3.8601 0.62 -0.16 0.00 -0.524
O 4.7281 -2.4435 2.3484 -1.69 -5.65 -6.35 -0.436
O -6.2947 0.5026 4.8255 -0.05 -0.08 -0.19 -0.706
O -1.2503 9.4779 -0.3883 0.06 0.24 0.18 -0.656
O 3.1549 -1.1454 -7.2511 -1.94 -0.80 1.39 -0.312
N -1.2283 -1.9071 4.8050 -0.07 -0.23 -0.22 -0.124
N 0.1523 11.2091 -0.6098 -0.26 -0.27 0.31 -0.156
N 1.8418 0.6033 -2.2660 1.75 0.29 0.09 -0.018
N 3.6730 3.0365 1.7139 0.30 0.21 -0.30 -0.048
N -7.2274 -0.0181 2.8557 0.17 0.00 0.25 -0.177
N -0.1514 -7.5964 6.8376 0.35 0.43 -0.35 -0.173
N 3.9786 -4.1091 0.5346 1.92 3.16 3.28 -1.376
N 3.5069 -3.4524 -0.6071 -1.70 2.47 -1.17 0.682
N 1.9100 -4.2966 -2.7314 0.55 0.44 -0.22 -0.446
N -8.2689 -5.6915 4.9040 0.03 0.49 -0.02 -0.179
C 5.4933 4.6691 1.4549 0.11 0.15 -0.07 -1.455
C 0.9162 12.3627 -0.1884 0.06 -0.09 -0.49 -0.829
C -1.7716 -2.9364 4.0960 -0.73 0.08 -0.20 0.718
C 5.7173 -2.9769 -4.8984 0.20 1.39 0.13 -0.605
C -1.7816 0.0905 -1.7829 1.25 -0.18 -0.92 -0.370
C 0.1521 -1.7095 5.1864 -0.39 0.33 0.16 -0.869
C -0.8520 10.7619 1.5896 -0.10 -0.07 0.17 -1.325
C -0.0204 -2.8833 0.0500 0.25 0.27 -0.99 -0.552
C 4.4373 -3.2373 1.4220 -0.26 2.43 3.15 0.883
C -5.3965 -1.4171 3.7155 -0.11 0.19 -0.01 -0.618
C 3.8640 -2.3635 -6.7951 0.10 0.32 0.23 -0.420
C 2.4529 -2.6189 -0.6402 0.11 1.06 -0.48 -0.106
C 0.5162 -6.7334 6.0263 -0.48 -0.38 -0.32 0.817
C 1.6672 -5.9591 6.6094 0.13 0.15 -0.03 -1.342
C -0.2157 4.4745 -4.9003 0.79 -0.53 -0.51 -0.506
C -7.4258 -0.7720 1.6382 -0.28 0.39 0.10 -0.812
C -1.6721 -1.5176 -1.6059 -1.03 1.00 0.92 -0.301
C -8.1009 -4.3419 4.8501 0.56 -0.07 -0.14 0.718
C 0.0931 -7.8902 8.2329 -0.38 -0.27 -0.12 -0.820
C 0.8747 -1.0375 -5.7828 0.16 0.68 0.12 0.008
C 2.2872 -1.9841 -2.1297 0.07 -0.58 -0.20 2.376
C 5.8962 -2.2734 -3.4305 1.25 -0.33 -0.28 -0.653
C -6.3265 -0.2438 3.8533 0.12 0.18 0.42 0.603
C -1.6078 1.9581 -3.5900 -0.99 0.14 -1.01 0.738
C 2.9680 -3.2100 -2.9193 -1.34 -1.21 0.52 1.064
C 4.3387 3.8897 0.8876 -0.29 -0.05 -0.44 0.836
C -2.0515 2.5483 -5.0521 0.95 -0.21 -0.22 -0.979
C 1.4117 -2.1692 0.4936 0.39 -1.13 -0.42 -0.399
C 5.1211 -1.8500 -5.9116 -0.14 -0.52 -1.17 -0.633
C 1.3813 4.3075 -4.5723 0.08 -0.22 0.38 -0.704
C 1.9118 5.3808 -2.1620 -0.98 -0.50 -0.79 -0.162
C -0.6756 10.4253 0.1339 -0.17 -0.38 -0.52 0.813
C -9.4697 -6.4359 5.2139 0.38 -0.30 -0.09 -0.851
C 1.7334 -1.2946 -7.1161 -2.29 -1.96 -4.64 0.217
C 4.1514 -3.7395 -1.9613 0.23 -1.60 -1.39 -0.436
C -0.8564 -4.0341 3.6264 -0.08 0.06 0.01 -0.532
C -0.6947 3.1572 -5.7349 -0.93 -0.23 0.52 -0.230
C 0.5746 6.6836 -0.2629 -1.18 0.00 -0.41 -1.054
C 1.5627 4.0138 -2.9786 0.52 0.46 -0.03 0.299
C -9.2893 -3.4671 5.1429 -0.04 0.21 0.00 -1.214
C -2.3572 0.5446 -3.2393 1.08 1.06 0.98 -0.636
C -1.2402 -1.8229 -0.0508 -0.96 -1.33 -0.38 -0.750
C 0.4902 6.0804 -1.7791 0.92 0.29 1.33 -0.015
C 5.6714 -3.2816 -2.1933 0.19 1.71 0.94 -0.816
C 3.9241 2.7596 3.1115 -0.42 -0.24 -0.14 -0.895
C 2.8528 -0.4935 -2.4192 1.24 -0.25 -0.67 -1.083
H -0.8130 -7.6544 8.7952 0.19 -0.03 0.23 0.284
H -0.8190 3.3872 -6.8562 0.04 -0.24 1.75 0.419
H -1.9071 -1.2108 5.0840 0.10 -0.09 0.00 0.240
H 1.9859 5.2332 -4.9316 -1.03 -1.51 0.91 0.400
H 4.1318 1.6921 3.2163 0.10 0.07 0.29 0.259
H 0.1221 -3.3063 -1.0278 -0.18 0.58 2.02 0.174
H -7.8155 0.7876 3.0219 0.08 -0.13 -0.05 0.231
H -0.2384 -3.7980 0.7122 0.42 1.65 -0.83 0.639
H -2.8607 3.3710 -4.9740 1.27 -1.44 -0.08 0.316
H -0.4661 1.7957 -3.6414 -1.81 0.05 0.30 -0.694
H -7.2737 -0.0989 0.7909 -0.02 -0.24 -0.19 0.299
H 2.2578 1.2469 -1.5519 -0.87 -0.55 -0.78 0.120
H 1.8516 3.4039 -5.1390 -1.08 1.56 0.71 0.246
H 0.3019 -8.9583 8.3254 0.08 0.09 0.27 0.288
H 6.7658 -3.2584 -5.3052 -1.91 0.13 0.87 0.459
H 5.9439 -1.5330 -6.6750 -1.45 -0.52 1.43 0.445
H -0.6860 0.4883 -1.7442 -1.82 -0.66 0.04 -0.033
H 0.2322 6.9380 -2.5041 0.30 -1.43 1.09 0.216
H 0.2173 10.9182 -1.5760 -0.01 0.06 0.15 0.227
H 1.3193 -5.3294 7.4314 0.15 -0.11 0.08 0.369
H -2.7350 -1.9415 -1.8071 1.87 0.47 0.39 0.485
H 2.0961 -5.3149 5.8395 -0.15 -0.17 0.04 0.239
H -2.0265 -0.1935 -4.0683 -0.80 0.98 1.42 0.238
H -9.2677 -7.0623 6.0858 -0.31 -0.04 0.00 0.281
H 3.0213 3.0039 3.6756 0.19 -0.02 0.24 0.309
H 1.4113 -0.4253 -4.9706 -0.57 -1.00 -1.33 -0.239
H -9.6464 -3.6454 6.1597 -0.15 -0.02 -0.12 0.369
H 1.8940 1.1760 -3.1410 -0.31 -0.61 1.08 -0.153
H -6.7428 -1.6160 1.5593 -0.06 0.12 0.14 0.326
H -8.9955 -2.4190 5.0598 0.09 -0.22 0.00 0.203
H 1.1822 -1.8856 -2.4443 1.61 -0.44 0.83 -1.041
H 0.6023 13.2186 -0.7902 0.16 0.16 0.21 0.288
H 0.7966 -2.5147 4.8371 -0.17 0.02 0.02 0.298
H 4.7629 3.3328 3.5020 -0.11 -0.04 -0.14 0.359
H -1.4358 -4.7786 3.0776 0.02 0.16 0.18 0.325
H -5.9695 -2.3464 3.6641 0.26 0.15 -0.08 0.237
H -0.4308 5.4331 -5.5061 0.43 -1.59 0.86 0.446
H 2.4435 -6.6440 6.9575 -0.05 0.13 0.15 0.460
H 5.3070 -1.2767 -3.3406 0.75 -1.99 -0.07 0.168
H 2.2933 -5.2261 -2.9607 -0.59 0.74 -0.17 0.242
H 0.4912 -0.7608 4.7629 0.29 -0.05 0.10 0.271
H 6.2704 3.9873 1.8075 -0.04 0.12 0.15 0.391
H 0.1065 10.6971 2.1097 -0.07 0.18 0.04 0.349
H 0.7747 12.5892 0.8669 -0.04 -0.10 -0.14 0.321
H 5.1504 5.3093 2.2708 0.14 -0.11 0.06 0.395
H -1.5399 10.0472 2.0447 0.11 0.07 -0.21 0.304
H -1.2752 11.7632 1.6958 0.16 -0.01 0.11 0.386
H 5.9801 -2.6913 -1.2333 -0.36 -1.05 -1.58 0.286
H 0.5706 3.5271 -2.6180 1.72 0.92 -0.36 -0.019
H -0.0769 -0.4276 -6.0672 1.76 -1.26 0.28 0.346
H -0.9655 -2.0183 -2.3691 -0.96 1.00 1.14 0.039
H 7.0187 -1.9562 -3.3884 -2.00 -0.47 0.12 0.496
H 0.9289 -7.3204 8.6351 -0.10 -0.04 -0.13 0.320
H -10.0859 -3.6603 4.4208 -0.08 -0.03 0.18 0.371
H 2.9115 2.5515 1.2587 0.06 0.15 0.12 0.140
H -7.4252 -6.2083 4.6952 -0.14 0.08 0.04 0.238
H 4.7841 -0.8823 -5.3918 0.47 -1.59 -0.57 0.254
H -4.7758 -1.3021 2.8238 -0.02 -0.13 0.02 0.236
H 3.1142 -3.1632 -4.0553 0.64 0.78 1.95 -0.937
H 0.5400 5.8302 0.5268 0.18 1.38 -1.41 0.246
H 5.0510 -3.9085 -4.8210 0.99 1.36 -0.29 0.353
H -0.3880 -4.5245 4.4808 0.12 -0.01 -0.28 0.196
H -4.7422 -1.4640 4.5860 -0.24 0.07 -0.20 0.205
H 2.3954 3.2574 -2.7359 -0.99 1.12 -0.70 -0.039
H -2.1676 -2.3592 0.4105 1.70 1.13 -0.51 0.189
H 2.5777 5.1583 -1.2513 -1.43 0.35 -1.40 -0.115
H -8.4564 -1.1343 1.6247 0.08 -0.18 -0.25 0.260
H 6.3963 -4.1746 -2.2709 -1.43 1.31 0.07 0.257
H -0.3813 7.3368 -0.1357 1.85 -1.04 0.09 0.289
H -2.3281 0.6144 -0.9025 0.62 -1.16 -1.57 0.318
H 1.9727 12.1611 -0.3796 0.05 0.25 0.17 0.278
H 1.5096 7.3244 -0.0769 -1.37 -0.95 -0.42 0.282
H 1.7004 -2.5187 1.5646 -0.30 0.71 -1.96 0.362
H -10.3170 -5.7852 5.4226 0.17 -0.02 -0.04 0.329
H -9.7037 -7.0771 4.3611 -0.27 -0.04 0.15 0.283
H 1.3204 -1.0192 0.4411 0.20 -1.88 -0.01 0.358
H 0.0834 2.2931 -5.6730 -1.12 1.61 -0.03 -0.140
H 0.5337 -2.0381 -5.3260 0.58 1.45 -0.89 0.245
H 0.2005 -1.6505 6.2761 0.33 -0.01 -0.04 0.303
H 2.5425 6.0467 -2.8766 -1.15 -1.01 1.25 0.296
H 4.1683 -2.9554 -7.7335 -0.39 0.86 1.53 0.307
H 3.0916 -2.9821 -6.2100 1.38 0.62 -0.59 0.224
H -0.7981 4.5905 -3.9050 0.98 -0.35 -1.74 0.134
H -0.3703 5.2957 -1.7614 1.53 1.41 -0.23 -0.031
H 1.0547 -4.0733 -3.2627 0.77 -0.44 0.19 0.262
H -2.4501 1.6749 -5.7021 0.54 1.47 1.02 0.366
H 4.2165 -4.8959 -2.0408 -0.55 1.87 0.31 0.517
H -3.5045 0.6643 -3.1718 1.88 -0.24 -0.46 0.297
H -1.8215 2.7801 -2.8158 0.34 -1.45 -0.86 0.335
H 3.1901 -0.4819 -3.5368 -0.47 -0.42 1.98 -0.084
H 5.9189 5.3030 0.6751 -0.18 -0.17 0.06 0.305
H -0.0950 -3.6266 2.9564 0.15 -0.05 0.15 -0.325
H 3.7974 -0.2712 -1.7981 -1.33 -0.48 -0.88 0.416
H -1.0644 -0.8467 0.5311 -0.10 -1.54 -0.91 0.401
H -0.9098 -8.0773 6.3724 0.11 0.07 0.09 0.243